(1)
The following is a DFT calculation (ωB97M-V with the def2-TZVPD basis set) of a structure of composition C18H18AsBrN3O4PReS4.

## Properties
E_tot	-217230.6873	eV
net charge	+3
ΔE to the lowest compared entry with this formula, charge and spin	212.19	kJ/mol
orbital gap	6.1	eV
maximum force	0.0179	Eh/bohr

Last column: natural (NBO) charge in e.
Positions of all 51 atoms, in Å:
Re1 -0.69107 2.43480 -1.97508  0.663
Br1 3.69078 -6.51963 5.76010  0.295
C1 3.65758 -5.26968 4.40609  0.025
C2 4.24582 -5.57511 3.17187  -0.256
C3 4.22501 -4.63670 2.18054  -0.061
C4 3.60883 -3.38126 2.41485  -0.002
C5 3.01613 -3.07925 3.67300  -0.088
C6 3.04300 -4.01911 4.65360  -0.249
N1 3.64599 -2.51824 1.38024  0.073
N2 3.28796 -1.36774 1.34083  0.030
C7 2.68135 -0.35373 0.85524  0.167
C8 3.31978 0.95597 1.03318  -0.082
C9 2.76309 2.05523 0.51937  -0.254
C10 1.52528 1.92947 -0.20937  0.502
O1 0.96390 2.91513 -0.76508  -0.579
C11 0.88443 0.64991 -0.38210  0.135
N3 -0.28222 0.71448 -1.14110  -0.603
C12 -1.18449 -0.45117 -1.12325  0.197
C13 -0.49524 -1.71128 -0.66770  -0.117
C14 0.69950 -1.72973 -0.07624  -0.230
C15 1.40211 -0.47976 0.14203  -0.051
H1 4.71333 -6.53733 3.01840  0.274
H2 4.67554 -4.82864 1.21445  0.262
H3 2.56753 -2.10964 3.85352  0.232
H4 2.61301 -3.82177 5.62548  0.268
H5 4.25630 0.98564 1.57562  0.267
H6 3.21136 3.03569 0.61345  0.278
H7 -1.56984 -0.60017 -2.12915  0.222
H8 -1.06073 -2.62326 -0.81880  0.257
H9 1.13246 -2.66717 0.25132  0.240
S1 -2.08342 5.58783 -5.20221  -0.121
As1 -0.34919 5.36639 -4.27776  0.934
S2 -0.08466 2.73895 -3.95893  0.008
S3 -2.16798 3.96957 -1.08439  -0.189
S4 1.38796 6.00771 -3.58122  -0.112
C16 -4.88299 1.54772 -0.32933  -0.236
O2 -4.36814 1.96925 -1.62023  -0.821
P1 -3.04190 2.46639 -2.21833  1.705
O3 -2.31993 -0.17256 -0.33544  -0.534
C17 -2.06452 -0.04757 1.07006  -0.273
O4 -3.42008 2.80732 -3.68975  -0.828
C18 -4.77642 2.97664 -4.23167  -0.243
H10 -5.95380 1.45209 -0.46741  0.236
H11 -4.66736 2.31020 0.41585  0.205
H12 -4.44852 0.59050 -0.07541  0.216
H13 -1.77831 -1.00274 1.50770  0.198
H14 -2.98976 0.28229 1.53167  0.219
H15 -1.29353 0.70038 1.27181  0.167
H16 -4.72106 3.81136 -4.92105  0.215
H17 -5.48961 3.17852 -3.44055  0.213
H18 -5.03324 2.06385 -4.75873  0.224


(2)
The following is a DFT calculation (ωB97M-V with the def2-TZVPD basis set) of a structure of composition C18H18BF4OTi.

## Properties
E_tot	-55668.9669	eV
net charge	0
ΔE to the lowest compared entry with this formula, charge and spin	0.00	kJ/mol
orbital gap (spin up / spin down)	6.3 / 6.3	eV
multiplicity	2
maximum force	0.0545	Eh/bohr

Last column: natural (NBO) charge in e.
Positions of all 43 atoms, in Å:
C1 0.72675 -2.08197 2.82898  -0.253
C2 -0.65676 -2.09888 2.76048  -0.285
C3 -1.03875 -2.25435 1.38643  -0.357
H1 -1.32036 -2.10970 3.62333  0.248
C4 0.17590 -2.42158 0.66084  -0.267
C5 1.27174 -2.17962 1.51248  -0.314
H2 2.32089 -2.19873 1.22615  0.231
H3 1.28631 -2.10129 3.76572  0.241
H4 -2.04075 -2.38464 0.99818  0.229
H5 0.26587 -2.69366 -0.38800  0.209
C6 -1.16869 2.16841 1.21394  -0.327
C7 -1.12431 2.04104 2.64351  -0.337
C8 0.23633 2.13009 3.04040  -0.074
H6 -1.94496 1.93411 3.33151  0.261
C9 1.08228 2.18022 1.85924  -0.351
C10 0.20056 2.31175 0.75327  -0.284
H7 0.49767 2.61570 -0.23240  0.248
H8 -2.05134 2.32462 0.63918  0.248
H9 0.53504 2.26448 4.05255  0.247
H10 2.17327 2.18941 1.85732  0.255
Ti1 -0.20027 0.17788 1.50509  1.583
O1 -0.64376 -0.08938 -0.22007  -0.707
C11 -1.08806 -0.69790 -1.48298  -0.118
C12 0.00621 -0.93568 -2.43367  -0.103
H11 -1.54350 -1.68723 -1.25612  0.199
H12 -1.88906 -0.07914 -1.93053  0.195
H13 0.67493 -1.75085 -2.16052  0.190
H14 1.02112 -2.01940 -4.66288  0.215
C13 0.76667 -0.96168 -4.77445  -0.204
C14 0.20638 -0.27301 -3.64923  -0.102
C15 -0.09930 1.12067 -3.79880  -0.203
H15 -0.48596 1.64610 -2.92006  0.212
C16 0.12838 1.75664 -5.00839  -0.202
H16 -0.09921 2.81628 -5.09887  0.215
C17 0.62678 1.05054 -6.11289  -0.227
H17 0.76898 1.56424 -7.06416  0.217
C18 0.93699 -0.31118 -5.98478  -0.157
H18 1.31263 -0.85712 -6.84748  0.209
F1 0.22818 0.11587 3.64024  -0.664
B1 0.00398 -0.02817 5.56099  1.460
F2 -0.40954 -1.31018 5.67176  -0.527
F3 1.31079 0.20594 5.76426  -0.519
F4 -0.96004 0.91132 5.73043  -0.528


(3)
The following is a DFT calculation (ωB97M-V with the def2-TZVPD basis set) of an isolated molecule of C18H18BrNO4.

## Properties
SMILES	COc1ccc(NC(=O)[C@@H](CC(=O)O)Cc2ccc(Br)cc2)cc1
E_tot	-98681.8347	eV
net charge	0
ΔE to the lowest compared entry with this formula, charge and spin	0.00	kJ/mol
orbital gap	8.5	eV
maximum force	0.0139	Eh/bohr

Last column: natural (NBO) charge in e.
Positions of all 42 atoms, in Å:
C1 1.96268 2.95484 6.38821  -0.252
H1 2.60651 3.13811 7.24700  0.200
O1 2.60872 1.95792 5.63450  -0.493
C2 2.01938 1.53012 4.48307  0.287
C3 2.70848 0.54213 3.77715  -0.242
C4 2.19981 0.04116 2.60051  -0.214
C5 0.98894 0.51164 2.09272  0.102
C6 0.30236 1.49381 2.79333  -0.170
C7 0.81200 1.99773 3.97775  -0.306
H2 0.25044 2.75879 4.49536  0.220
H3 -0.63442 1.86322 2.41236  0.247
N1 0.52917 -0.03401 0.88502  -0.594
C8 -0.62216 0.22574 0.21802  0.704
O2 -1.46164 1.02969 0.56050  -0.626
C9 -0.76547 -0.56454 -1.08752  -0.291
C10 -2.19473 -1.09409 -1.17865  -0.527
C11 -2.51502 -2.15589 -0.15786  0.803
O3 -3.55245 -2.75721 -0.10272  -0.587
O4 -1.51393 -2.38120 0.70797  -0.700
H4 -1.78835 -3.04387 1.36187  0.505
H5 -2.40564 -1.50372 -2.16859  0.252
H6 -2.89098 -0.26826 -1.00326  0.266
H7 -0.06161 -1.40061 -1.11667  0.211
C12 -0.45747 0.40256 -2.24858  -0.405
C13 -0.48916 -0.30306 -3.57237  -0.045
C14 0.58346 -1.09353 -3.97043  -0.148
C15 0.55915 -1.77607 -5.17213  -0.250
C16 -0.55569 -1.66620 -5.98556  -0.076
C17 -1.63600 -0.88525 -5.61472  -0.232
C18 -1.59538 -0.20907 -4.40846  -0.196
H8 -2.43494 0.40537 -4.11909  0.218
H9 -2.49731 -0.80615 -6.25986  0.231
Br1 -0.59813 -2.60131 -7.64695  0.051
H10 1.39631 -2.38509 -5.47669  0.229
H11 1.45532 -1.17222 -3.33720  0.203
H12 0.53316 0.83521 -2.08725  0.220
H13 -1.18923 1.21108 -2.22837  0.228
H14 1.12383 -0.76042 0.51155  0.397
H15 2.74543 -0.72436 2.06635  0.204
H16 3.64420 0.18353 4.17514  0.226
H17 0.98019 2.62164 6.73785  0.176
H18 1.85019 3.88181 5.81668  0.176


(4)
The following is a DFT calculation (ωB97M-V with the def2-TZVPD basis set) of an isolated molecule of C18H18ClN3O3.

## Properties
SMILES	CC(=O)Nc1cccc(NC(=O)CCNC(=O)c2ccc(Cl)cc2)c1
E_tot	-42095.6264	eV
net charge	0
ΔE to the lowest compared entry with this formula, charge and spin	0.00	kJ/mol
orbital gap	8.9	eV
maximum force	0.0130	Eh/bohr

Last column: natural (NBO) charge in e.
Positions of all 43 atoms, in Å:
C1 -8.13186 -1.03073 1.88132  -0.714
C2 -7.13652 -1.28800 0.76712  0.687
O1 -7.30731 -2.11400 -0.09673  -0.592
N1 -6.03894 -0.47735 0.86400  -0.603
C3 -4.90975 -0.41936 0.04213  0.156
C4 -4.73898 -1.23869 -1.07013  -0.268
C5 -3.58901 -1.12006 -1.82786  -0.164
C6 -2.60063 -0.20637 -1.50913  -0.265
C7 -2.76790 0.61418 -0.39897  0.158
C8 -3.92194 0.50436 0.36910  -0.246
H1 -4.05198 1.14409 1.23347  0.187
N2 -1.81974 1.56892 -0.00457  -0.595
C9 -0.58698 1.82037 -0.52119  0.695
O2 -0.09873 1.23280 -1.46278  -0.628
C10 0.13882 2.92842 0.23295  -0.515
H2 0.34530 2.58070 1.24864  0.237
H3 -0.49914 3.81218 0.29362  0.226
C11 1.46385 3.29472 -0.44679  -0.218
N3 2.35447 2.16370 -0.52302  -0.618
C12 3.26747 1.91569 0.44476  0.664
O3 3.47833 2.68604 1.36447  -0.632
C13 4.01957 0.63322 0.29516  -0.143
C14 4.58734 0.08296 1.44111  -0.154
C15 5.29681 -1.10053 1.38369  -0.237
C16 5.45079 -1.73512 0.16072  -0.014
C17 4.91102 -1.19232 -0.99559  -0.237
C18 4.19569 -0.01116 -0.92583  -0.177
H4 3.79887 0.41360 -1.83545  0.220
H5 5.05295 -1.69159 -1.94131  0.229
Cl1 6.33526 -3.21616 0.07223  0.010
H6 5.73045 -1.52816 2.27395  0.229
H7 4.46254 0.60498 2.37780  0.240
H8 2.04076 1.42330 -1.13380  0.423
H9 1.27096 3.65209 -1.46140  0.206
H10 1.96965 4.07214 0.13018  0.238
H11 -2.09269 2.11912 0.79867  0.396
H12 -1.70980 -0.12661 -2.10698  0.252
H13 -3.45885 -1.75622 -2.68972  0.218
H14 -5.50012 -1.95421 -1.32808  0.259
H15 -6.02662 0.17153 1.63896  0.393
H16 -7.66871 -1.21039 2.84945  0.226
H17 -8.97868 -1.69975 1.76182  0.245
H18 -8.48224 -0.00124 1.84343  0.226


(5)
The following is a DFT calculation (ωB97M-V with the def2-TZVPD basis set) of an isolated molecule of C18H18ClNO5.

## Properties
SMILES	CCOC(=O)C(=CNc1ccc(-c2ccco2)c(Cl)c1)C(=O)OCC
E_tot	-43197.3535	eV
net charge	0
orbital gap	7.4	eV
maximum force	0.3141	Eh/bohr

Last column: natural (NBO) charge in e.
Positions of all 43 atoms, in Å:
C1 5.90234 2.74138 -1.06503  -0.636
C2 5.86253 2.04044 0.19597  -0.052
H1 6.80231 1.65971 0.46902  0.192
H2 5.45348 2.73954 0.93550  0.196
O1 4.78019 0.81507 -0.00844  -0.551
C3 3.42219 1.23367 0.34633  0.798
O2 2.99770 2.33068 0.62719  -0.633
C4 2.53341 0.18404 0.10175  -0.439
C5 1.17605 0.51960 0.09536  0.206
N1 0.22798 -0.38804 0.11553  -0.530
C6 -1.21776 0.17073 0.12805  0.217
C7 -2.16896 -0.98881 -0.09131  -0.275
C8 -3.40451 -1.03843 -0.11929  0.016
C9 -3.92561 0.52762 0.11714  -0.067
C10 -3.02926 1.46984 0.03925  -0.198
C11 -1.73058 1.24020 0.30881  -0.278
H3 -0.95928 1.95450 0.30953  0.220
H4 -3.43489 2.44033 0.30882  0.237
C12 -5.25556 0.87283 0.01335  0.284
C13 -6.53447 0.09042 0.43288  -0.267
C14 -7.62830 0.94375 0.10738  -0.289
C15 -7.14500 2.24945 0.05386  0.100
O3 -5.69932 2.17275 -0.11551  -0.438
H5 -7.52225 3.16841 -0.10999  0.196
H6 -8.62423 0.89794 0.07867  0.221
H7 -6.49898 -0.97097 0.55309  0.226
Cl1 -4.43562 -2.42203 -0.17710  0.048
H8 -1.66285 -1.93711 -0.09200  0.201
H9 0.34482 -1.36562 0.18799  0.449
H10 1.04687 1.51589 0.30132  0.235
C16 3.10796 -1.08802 0.18649  0.782
O4 4.19905 -1.54788 0.35187  -0.585
O5 2.17283 -2.09436 -0.02049  -0.633
C17 2.55176 -3.62312 -0.04742  -0.004
C18 1.31916 -4.44889 -0.17718  -0.606
H11 0.70669 -4.02881 0.68579  0.211
H12 1.68632 -5.41752 -0.36658  0.232
H13 0.83664 -4.13566 -0.84567  0.183
H14 3.07737 -3.64710 0.93437  0.198
H15 3.16909 -3.52163 -0.74916  0.176
H16 6.18972 1.93779 -1.75622  0.223
H17 6.49388 3.56649 -0.85498  0.216
H18 4.81708 3.18089 -1.38894  0.216


(6)
The following is a DFT calculation (ωB97M-V with the def2-TZVPD basis set) of a cluster of 4 separate species, C18H18ClO6 in total.

## Properties
E_tot	-43763.5734	eV
net charge	-1
ΔE to the lowest compared entry with this formula, charge and spin	100.07	kJ/mol
orbital gap	7.9	eV
maximum force	0.1546	Eh/bohr

Last column: natural (NBO) charge in e.
Positions of all 43 atoms, in Å:
Cl1 2.48025 0.23952 2.35545  -0.844
C1 1.51074 -0.69804 -2.86738  -0.249
C2 2.53973 -1.24159 -3.92790  -0.260
C3 3.62530 -1.96462 -3.46972  0.228
C4 3.77000 -2.14203 -2.06327  -0.278
C5 2.83407 -1.76176 -1.05133  -0.256
C6 1.67753 -1.04346 -1.45510  0.299
O1 0.83887 -0.54662 -0.52479  -0.725
O2 4.54621 -2.53637 -4.34138  -0.684
H1 0.87265 -0.05832 -3.28663  0.198
H2 2.32488 -0.91895 -4.99053  0.216
H3 4.61287 -2.56496 -1.64516  0.197
H4 3.07184 -1.81289 0.12481  0.256
H5 1.34311 -0.49496 0.47447  0.526
H6 4.97576 -3.19200 -3.88225  0.467
C7 -2.06267 -0.83444 2.94134  -0.262
C8 -3.48125 -1.04996 2.81036  -0.260
C9 -4.02776 -2.29038 2.27730  0.252
C10 -3.14031 -3.29324 1.94279  -0.265
C11 -1.83550 -3.14380 2.17156  -0.269
C12 -1.21572 -1.90873 2.53132  0.326
O3 0.15186 -1.83834 2.48322  -0.724
O4 -5.39686 -2.49856 2.19867  -0.722
H7 -1.62960 0.10212 3.20404  0.238
H8 -4.12233 -0.20170 3.06803  0.202
H9 -3.73777 -4.25419 1.70495  0.219
H10 -1.02883 -3.78911 1.81548  0.224
H11 0.69852 -1.12760 2.79231  0.528
H12 -6.00151 -1.88800 1.94361  0.483
C13 0.78597 3.88616 -1.03065  -0.304
C14 0.80967 2.75651 0.03384  -0.236
C15 -0.40810 2.49117 0.67459  0.300
C16 -1.58542 3.24967 0.39957  -0.227
C17 -1.58620 4.22090 -0.42491  -0.269
C18 -0.40458 4.65779 -1.09379  0.259
O5 -0.51278 5.68062 -2.03350  -0.678
O6 -0.45006 1.48400 1.65481  -0.754
H13 1.68803 3.94099 -1.54094  0.209
H14 1.53887 2.13037 0.28339  0.224
H15 -2.41469 3.04120 1.04592  0.212
H16 -2.59415 4.57914 -0.62085  0.217
H17 0.43899 5.50687 -2.57787  0.471
H18 0.50035 1.12759 1.89612  0.517